C22H42MgN2O4SbSe2 | ωB97M-V with the def2-TZVPD basis set

```
74
Properties=species:S:1:pos:R:3:forces:R:3
Sb 2.604 -0.122 -0.837 -0.1 0.1 0.0
Se -1.614 -2.040 -0.525 -0.2 0.0 -0.1
Se 0.254 -0.412 2.550 -0.1 0.0 -0.1
Mg -1.110 0.226 0.417 0.3 -0.7 0.4
O -2.100 1.722 1.367 -0.2 0.5 -0.5
O -3.827 -2.708 1.781 0.0 -0.2 0.2
O -1.730 1.836 -3.145 -0.1 0.1 0.2
O -0.463 -5.079 2.932 -0.1 0.2 0.1
N -2.386 3.730 -2.076 -0.1 0.0 0.0
N -1.831 1.785 -0.852 0.0 0.4 0.1
C 1.403 1.670 -3.020 0.0 0.0 -0.1
C -2.657 4.389 -0.913 0.0 0.0 -0.1
C -1.410 -1.449 2.877 0.2 0.0 -0.1
C -2.179 2.410 0.310 -0.1 -0.1 0.0
C -2.505 4.405 -3.360 0.0 0.0 0.1
C 3.350 1.470 1.614 0.1 0.1 0.0
C 5.753 -0.585 -1.576 0.0 -0.1 0.1
C 1.886 2.721 0.074 0.0 0.1 0.1
C -1.964 2.376 -2.077 0.1 0.0 0.1
C -0.825 -3.075 0.962 0.0 0.1 -0.1
C -2.837 -3.466 2.467 -0.1 0.2 -0.1
C -1.410 -2.901 2.371 0.0 0.0 -0.1
C 4.530 -1.239 -0.938 -0.1 0.1 0.1
C 1.355 -0.782 -3.451 0.0 0.1 -0.1
C 3.114 1.811 0.141 0.1 -0.1 -0.1
C 4.871 -1.627 0.503 0.0 -0.1 0.0
C 3.442 0.536 -3.870 -0.1 0.0 -0.1
C 4.326 2.536 -0.437 -0.1 0.1 0.0
C 4.166 -2.508 -1.713 0.1 0.0 0.0
C -0.529 -3.697 3.329 0.0 -0.1 0.0
C 2.224 0.383 -2.966 0.1 0.0 0.2
C -2.577 3.798 0.290 0.0 -0.2 0.0
H -1.581 -1.445 3.954 0.0 0.0 0.1
H 4.140 1.293 -3.505 0.0 0.0 0.0
H 2.480 0.988 2.065 0.0 0.0 0.0
H 5.602 -0.340 -2.624 0.0 0.0 0.0
H 0.591 1.678 -2.287 0.1 0.0 -0.1
H 0.975 2.203 0.393 0.0 0.0 0.0
H 1.865 -1.746 -3.362 0.0 0.0 0.0
H 5.251 2.004 -0.215 0.0 0.0 0.0
H 0.163 -5.520 3.508 0.1 0.0 0.0
H -1.548 4.818 -3.686 0.0 0.0 0.0
H 4.411 3.537 0.016 0.0 -0.1 0.0
H 4.008 -2.035 1.039 0.0 0.0 0.0
H 0.420 -0.853 -2.889 0.0 0.0 0.0
H 5.660 -2.394 0.500 -0.1 0.1 0.0
H -0.948 -3.617 4.340 0.0 0.0 0.0
H -2.794 4.312 1.212 0.0 0.0 0.0
H 3.296 -3.014 -1.283 0.0 0.0 0.0
H 1.718 3.136 -0.918 0.0 0.0 0.1
H -2.819 -4.504 2.121 -0.1 0.0 -0.1
H 6.598 -1.292 -1.523 -0.1 0.1 0.0
H 3.946 -2.297 -2.763 0.0 0.0 0.1
H 5.011 -3.212 -1.685 -0.1 0.0 0.0
H 4.208 0.812 1.760 0.0 0.0 0.0
H 1.101 -0.631 -4.510 0.0 0.0 0.1
H -3.141 -3.475 3.519 0.0 0.0 0.0
H 0.927 1.764 -4.007 0.1 0.0 0.1
H 6.060 0.322 -1.057 0.0 0.0 0.0
H 0.463 -3.240 3.329 0.1 0.0 0.0
H 0.228 -2.808 0.989 0.1 0.0 0.0
H -2.831 3.688 -4.105 0.0 -0.1 0.0
H -2.946 5.425 -1.023 0.0 0.0 0.0
H 3.543 2.397 2.174 0.0 -0.1 0.0
H -0.908 -4.119 0.674 0.0 -0.1 0.0
H 3.107 0.848 -4.871 0.0 0.0 0.1
H -3.235 5.209 -3.274 0.0 0.0 0.0
H 5.249 -0.775 1.071 0.0 0.0 0.0
H 4.256 2.669 -1.522 0.0 0.0 0.1
H -3.488 -2.500 0.894 0.1 0.0 0.0
H 2.028 3.561 0.770 0.0 -0.1 0.0
H 2.032 2.551 -2.864 0.0 -0.1 0.0
H -2.256 -0.922 2.440 -0.1 0.0 0.0
H 3.982 -0.405 -3.991 0.0 0.0 0.0
```
Forces are in eV/Å.

Spin multiplicity = 1
Net charge = -1
Highest occupied orbital energy = -4.05 eV
LUMO energy = 2.5 eV
Total energy = -177345.8637 eV
Gap between HOMO and LUMO = 6.5 eV